140
Properties=species:S:1:pos:R:3 method="wB97M-V/def2-TZVPD" e_homo_ha=-0.391 max_force_ev_per_a=9.71 lumo_ha=-0.127 total_charge=+1 homo_lumo_gap_ev=7.1630 relative_energy_kcal_mol=592.69
I 2.781 -0.570 3.854
Br -2.199 -5.968 2.225
Br -4.206 -4.977 -2.120
Cl -0.758 -4.465 -2.021
P -11.637 -3.133 -0.930
P 8.834 6.671 -0.834
O 9.996 5.983 -1.806
O 9.214 8.181 -1.588
O 9.892 0.265 1.587
O -11.087 -4.246 0.178
O -10.636 -3.490 -2.194
O 7.543 6.598 -1.862
O 8.494 5.320 -0.160
O -10.384 -2.079 -0.372
O -5.723 -0.191 -1.968
O -12.759 -4.076 -1.430
N -0.576 -2.439 2.365
N -5.844 -0.069 0.523
C 8.411 8.274 -3.931
C -8.141 -2.844 -1.099
C 2.015 1.395 -0.703
C -1.830 -2.222 1.565
C -4.788 4.079 1.038
C -5.553 1.268 1.170
C 5.181 0.518 0.693
C -4.885 4.265 2.692
C -5.070 -0.226 -0.803
C 4.666 1.041 -0.775
C 9.931 -0.017 3.031
C 0.322 -3.552 1.960
C -3.640 -5.609 -0.321
C -1.674 -2.460 -0.060
C -5.335 2.940 3.567
C -4.666 -6.728 0.385
C -0.103 -0.178 0.036
C -12.203 -6.355 0.488
C 3.576 -3.708 4.013
C 6.088 8.232 -0.802
C 1.884 -2.954 1.981
C -5.650 1.484 2.825
C 6.767 0.005 0.700
C -3.410 -0.383 -0.672
C 3.200 0.382 -1.235
C 0.481 0.882 -1.118
C -0.520 -1.536 -0.777
C 2.359 -2.697 3.538
C 7.831 1.166 0.232
C -9.088 -2.506 0.040
C -10.881 -1.452 -3.495
C 0.115 -4.315 0.575
C -12.048 -4.930 0.979
C -3.103 -1.984 -0.713
C 6.249 6.819 -1.328
C -2.383 -5.112 0.373
C 10.916 5.069 -1.211
C -1.313 -4.051 -0.257
C 9.576 8.337 -2.958
C 10.562 3.653 -1.616
C -5.118 2.615 0.309
C 9.047 1.451 1.305
C -10.956 -2.966 -3.471
H -4.487 5.010 0.394
H 0.467 -2.094 -1.058
H 2.133 1.464 0.467
H -5.019 2.576 -0.858
H 10.241 -1.145 3.188
H 10.783 3.494 -2.675
H -0.237 1.798 -1.297
H -2.191 -1.109 1.808
H -8.370 -3.822 -1.531
H 3.421 -3.915 5.176
H -5.945 0.566 3.505
H -11.946 -3.313 -3.780
H 7.555 8.848 -3.568
H -5.426 3.095 4.739
H 1.428 -2.973 4.225
H 0.619 0.284 -2.134
H -11.305 -6.935 0.719
H 4.637 -3.251 3.808
H 5.052 8.418 -0.505
H 10.010 9.340 -3.032
H -0.974 0.344 0.624
H 10.725 0.688 3.566
H -9.132 -3.320 0.768
H 3.263 0.271 -2.399
H 8.706 8.669 -4.908
H 5.527 0.795 -1.553
H -5.436 -7.118 -0.436
H -3.051 -2.287 -1.867
H -0.992 -1.172 -1.812
H -3.959 -2.600 -0.204
H 7.096 -0.440 1.738
H -13.006 -4.397 0.977
H -5.262 -6.244 1.297
H 8.082 7.243 -4.092
H 7.232 2.185 0.132
H 6.037 6.085 -0.545
H 4.606 2.227 -0.742
H -12.330 -6.404 -0.599
H 6.732 8.401 0.067
H 9.494 3.443 -1.489
H 0.783 -0.316 0.796
H 9.776 2.270 0.853
H -11.684 -4.929 2.012
H 0.313 -4.359 2.841
H -0.891 -2.628 3.365
H 11.131 2.927 -1.028
H -7.109 -2.890 -0.738
H 3.436 -4.777 3.499
H -4.630 5.320 3.172
H 3.163 -0.695 -0.778
H 1.008 -4.001 -0.154
H 5.132 1.379 1.499
H -13.062 -6.839 0.961
H -11.657 -1.012 -2.860
H 8.895 0.209 3.579
H 4.554 -0.387 1.118
H 10.374 7.652 -3.256
H -8.660 -1.654 0.580
H 11.919 5.321 -1.573
H 0.017 -1.558 2.449
H 6.372 8.970 -1.558
H -3.125 0.171 0.317
H -11.015 -1.074 -4.513
H -4.047 -7.683 0.706
H -10.228 -3.376 -4.178
H 5.534 6.650 -2.139
H 2.267 2.461 -1.140
H -2.670 -2.912 2.059
H 2.032 -2.039 1.267
H 8.332 0.895 -0.813
H -2.980 0.111 -1.648
H -9.919 -1.097 -3.114
H 8.554 1.919 2.263
H 2.565 -3.827 1.535
H -6.871 -0.026 0.245
H 10.930 5.186 -0.122
H 0.289 -5.483 0.750
H 6.828 -0.884 -0.076
H -8.196 -2.100 -1.898


9
Properties=species:S:1:pos:R:3 method="wB97M-V/def2-TZVPD" smiles="C=C(Cl)[C@@H](F)Cl" e_homo_ha=-0.381 max_force_ev_per_a=4.35 lumo_ha=0.021 homo_lumo_gap_ev=10.9254 relative_energy_kcal_mol=16.45
Cl -1.459 -1.072 0.251
Cl 1.856 -0.545 -0.395
F 0.823 0.975 1.200
C -0.764 0.389 -0.282
C 0.585 0.670 -0.081
C -1.625 1.257 -0.683
H -1.489 2.310 -0.819
H 0.882 1.469 -0.696
H -2.729 1.023 -0.558


11
Properties=species:S:1:pos:R:3 method="wB97M-V/def2-TZVPD" smiles="I/C=C/[C@H]1CO1" e_homo_ha="-0.300 / -0.301" max_force_ev_per_a=8.11 lumo_ha="-0.005 / -0.006" homo_lumo_gap_ev="8.0216 / 8.0265" relative_energy_kcal_mol=94.98
I 1.670 -2.189 -3.199
O -1.222 0.778 -0.198
C -0.470 -0.293 0.298
C -0.114 1.142 0.601
C 0.565 -0.886 -2.143
C 0.264 -1.240 -0.514
H 0.542 1.763 0.023
H -0.413 1.519 1.536
H 0.481 0.203 -2.415
H 0.642 -2.145 0.036
H -0.922 -0.726 1.109